{
  "formula": "C34H44BClHfN5O6Se4Te",
  "method": "ωB97M-V/def2-TZVPD",
  "elements": ["Hf", "Se", "Se", "Te", "Se", "O", "C", "N", "C", "O", "C", "C", "C", "C", "C", "C", "H", "H", "H", "H", "C", "C", "C", "O", "H", "H", "H", "H", "H", "H", "C", "C", "C", "O", "B", "O", "C", "C", "C", "H", "H", "H", "H", "H", "H", "H", "H", "H", "H", "H", "H", "C", "C", "C", "C", "C", "O", "C", "C", "C", "C", "C", "C", "Cl", "C", "C", "C", "N", "C", "N", "C", "N", "H", "H", "H", "H", "H", "H", "H", "H", "H", "H", "H", "H", "H", "H", "H", "H", "H", "H", "H", "H", "H", "H", "Se", "C", "N"],
  "positions_angstrom": [[2.619, 0.858, -0.610], [5.177, -1.026, -0.054], [6.353, 0.984, 0.134], [5.855, 2.402, -1.856], [3.615, 3.388, -1.229], [1.433, -3.354, -0.989], [2.244, -2.671, -1.568], [2.377, -1.284, -1.481], [3.372, -0.915, -2.312], [3.598, 0.306, -2.451], [3.944, -2.070, -3.050], [4.955, -2.178, -3.975], [5.271, -3.461, -4.416], [4.588, -4.576, -3.935], [3.559, -4.440, -3.003], [3.257, -3.166, -2.576], [5.484, -1.303, -4.329], [6.074, -3.597, -5.130], [4.865, -5.562, -4.287], [3.018, -5.297, -2.620], [-0.538, 4.150, 0.859], [0.823, 3.520, 0.926], [1.911, 4.174, 1.727], [1.036, 2.509, 0.286], [-0.837, 4.553, 1.826], [-1.266, 3.432, 0.486], [-0.483, 4.982, 0.149], [1.517, 4.806, 2.523], [2.500, 4.786, 1.036], [2.597, 3.416, 2.109], [5.485, 0.142, 3.921], [4.057, 0.631, 3.724], [3.698, 1.615, 4.829], [4.024, 1.359, 2.487], [3.137, 0.786, 1.589], [2.474, -0.279, 2.213], [3.007, -0.530, 3.526], [1.834, -0.508, 4.498], [3.603, -1.930, 3.505], [6.136, 1.001, 4.093], [5.835, -0.373, 3.027], [5.562, -0.532, 4.778], [4.461, 2.394, 4.862], [3.662, 1.123, 5.805], [2.736, 2.093, 4.638], [1.352, 0.471, 4.532], [2.150, -0.780, 5.509], [1.095, -1.237, 4.159], [4.404, -2.000, 2.771], [2.818, -2.630, 3.210], [3.978, -2.220, 4.490], [-2.963, 0.301, -2.089], [-3.495, -1.139, -2.113], [-2.537, -2.016, -2.931], [-4.822, -1.119, -2.889], [-3.674, -1.719, -0.663], [-4.469, -2.916, -0.689], [-4.243, -0.735, 0.376], [-5.734, -0.337, 0.273], [-5.980, 1.132, 0.006], [-5.343, 2.109, 0.771], [-5.568, 3.459, 0.551], [-6.448, 3.846, -0.448], [-6.739, 5.542, -0.730], [-7.101, 2.902, -1.218], [-6.863, 1.553, -0.982], [-2.368, -2.282, -0.072], [-1.360, -1.310, 0.311], [-0.253, -0.982, -0.352], [0.445, -0.118, 0.350], [-0.294, 0.054, 1.473], [-1.402, -0.649, 1.505], [-2.647, 0.589, -3.095], [-2.088, 0.423, -1.449], [-3.732, 1.007, -1.763], [-2.602, -1.740, -3.986], [-2.795, -3.074, -2.841], [-1.494, -1.881, -2.642], [-4.635, -0.689, -3.875], [-5.578, -0.498, -2.415], [-5.224, -2.123, -3.053], [-5.322, -2.708, -1.079], [-3.620, 0.158, 0.371], [-4.084, -1.201, 1.349], [-6.218, -0.590, 1.219], [-6.263, -0.919, -0.482], [-4.654, 1.811, 1.556], [-5.066, 4.210, 1.148], [-7.786, 3.218, -1.994], [-7.382, 0.817, -1.588], [-1.906, -2.981, -0.762], [-2.651, -2.836, 0.820], [0.016, -1.383, -1.310], [0.013, 0.691, 2.286], [0.558, 1.493, -2.355], [0.895, 0.621, -3.933], [1.045, 0.047, -4.927]],
  "forces_ev_per_angstrom": [[-1.2806, 0.3678, -1.0312], [-0.4375, 0.7017, 0.2885], [0.4236, 0.0949, 0.0846], [0.1639, 0.2132, -0.0018], [0.1802, -0.7219, 0.0810], [-0.1309, -0.0992, 0.1410], [0.1134, 0.1516, -0.1016], [0.3934, -0.3437, -0.1796], [-0.6572, -0.1872, -1.0103], [0.6616, -0.1905, -0.4093], [0.0403, 0.2826, 0.1925], [0.1087, -0.0183, -0.1358], [-0.0118, 0.0341, 0.0472], [-0.0283, 0.0413, 0.0365], [-0.0345, -0.0537, -0.0232], [-0.1487, -0.1148, 0.1696], [0.0080, -0.0132, 0.0188], [-0.0272, -0.0040, -0.0177], [-0.0083, 0.0223, -0.0046], [0.0291, 0.0154, -0.0106], [0.0270, 0.0418, -0.0228], [0.3013, 0.2568, 0.2453], [-0.1286, -0.0292, -0.0183], [0.0374, -0.4238, -0.2744], [-0.0109, 0.0029, -0.0085], [0.0097, -0.0171, -0.0032], [0.0063, -0.0023, 0.0524], [-0.0200, -0.0321, -0.0241], [-0.0122, -0.0022, 0.0092], [0.0000, 0.0110, -0.0034], [0.0357, -0.0018, 0.0098], [-0.0029, -0.0945, 0.0171], [-0.0071, 0.0274, 0.1011], [-0.2391, 0.1796, -0.0394], [0.6724, -0.6361, 2.0478], [0.0205, 0.1822, 0.3264], [0.0216, 0.0911, -0.1123], [-0.0515, -0.0018, 0.0293], [0.0153, -0.0563, -0.0153], [0.0022, -0.0123, -0.0240], [-0.0141, -0.0332, 0.0145], [0.0163, 0.0497, -0.0082], [-0.0274, -0.0015, -0.0031], [0.0023, 0.0480, -0.0351], [0.0272, -0.0209, 0.0173], [0.0037, -0.0563, 0.0005], [-0.0310, 0.0411, -0.0439], [0.0316, 0.0178, 0.0378], [-0.0003, -0.0118, -0.0042], [0.0140, 0.0039, 0.0313], [-0.0031, 0.0006, -0.0508], [0.0163, -0.0007, 0.0609], [-0.0291, 0.0010, 0.0020], [0.0240, -0.0122, -0.0263], [0.0256, -0.0523, -0.0015], [-0.0839, 0.0755, -0.0672], [0.0684, 0.0761, -0.0347], [-0.1366, 0.0100, -0.0505], [0.0945, 0.0950, -0.0469], [0.0055, -0.0123, 0.0036], [0.0132, -0.0031, -0.0158], [0.0229, -0.0265, 0.0221], [0.0111, 0.0032, 0.0243], [0.0172, -0.0647, 0.0079], [-0.0228, -0.0506, -0.0193], [-0.0099, 0.0342, -0.0211], [0.0958, 0.0252, 0.0794], [-0.1322, -0.1284, 0.0770], [-0.1679, -0.1506, 0.1305], [0.5742, 0.1886, -0.1430], [0.0267, 0.0352, 0.1111], [0.1495, -0.0234, -0.2578], [-0.0258, -0.0031, 0.0476], [-0.1020, -0.0013, -0.0942], [0.0124, -0.0258, 0.0030], [0.0158, -0.0002, 0.0389], [0.0111, 0.0311, -0.0169], [-0.0574, -0.0296, -0.0393], [-0.0140, -0.0135, 0.0317], [-0.0589, 0.0473, 0.0580], [0.0099, 0.0290, 0.0086], [-0.0172, 0.0208, -0.0368], [-0.0277, -0.0028, 0.0572], [0.0288, 0.0095, 0.0006], [-0.0219, 0.0079, 0.0096], [-0.0232, -0.0454, -0.0181], [-0.0275, 0.0225, -0.0547], [-0.0190, -0.0216, -0.0161], [0.0266, -0.0147, 0.0238], [0.0311, 0.0205, 0.0247], [0.0259, -0.0073, 0.0033], [0.0615, -0.0105, 0.0745], [-0.0239, 0.0537, 0.0385], [-0.0209, -0.0446, -0.0500], [-0.4751, 0.3822, -0.3928], [0.0804, -0.1819, -0.0612], [-0.0047, 0.0596, 0.1428]],
  "orbital_gap_ev": 6.22,
  "max_force_ev_per_a": 2.2,
  "homo_ev": -4.206,
  "multiplicity": 1,
  "e_above_lowest_kcal_mol": 21.3,
  "total_charge": -1
}

{
  "formula": "C34H44BeN2OP2Si2",
  "method": "ωB97M-V/def2-TZVPD",
  "elements": ["Be", "C", "Si", "C", "C", "N", "P", "C", "P", "N", "Si", "C", "C", "C", "C", "C", "C", "C", "C", "C", "C", "C", "C", "C", "C", "C", "C", "C", "C", "C", "C", "C", "C", "C", "C", "C", "C", "C", "H", "H", "H", "H", "H", "H", "H", "H", "H", "H", "H", "H", "H", "H", "H", "H", "H", "H", "H", "H", "H", "H", "H", "H", "H", "H", "H", "H", "H", "H", "H", "H", "H", "H", "H", "H", "H", "H", "C", "O", "C", "C", "H", "H", "H", "H", "H", "H"],
  "positions_angstrom": [[-0.216, -0.225, -0.858], [5.380, -0.589, -1.297], [4.041, 0.678, -0.867], [3.653, 1.639, -2.452], [4.947, 1.932, 0.223], [2.665, -0.070, -0.278], [1.829, -0.208, 1.052], [0.113, -0.341, 0.946], [-0.612, -1.882, 0.671], [-1.265, -1.669, -0.804], [-2.656, -2.352, -1.507], [-2.478, -2.282, -3.380], [-4.178, -1.343, -1.045], [-3.026, -4.155, -1.109], [0.334, -3.439, 0.650], [0.839, -3.878, -0.577], [1.590, -5.044, -0.652], [1.859, -5.775, 0.493], [1.397, -5.327, 1.722], [0.654, -4.159, 1.802], [-1.932, -2.202, 1.905], [-2.412, -3.457, 2.266], [-3.487, -3.587, 3.138], [-4.109, -2.462, 3.651], [-3.653, -1.203, 3.286], [-2.577, -1.077, 2.419], [2.110, 1.318, 2.089], [1.280, 2.416, 1.833], [1.481, 3.631, 2.473], [2.514, 3.773, 3.393], [3.347, 2.695, 3.653], [3.150, 1.483, 3.000], [2.629, -1.457, 2.137], [2.260, -1.587, 3.475], [2.920, -2.479, 4.306], [3.945, -3.272, 3.801], [4.292, -3.178, 2.463], [3.639, -2.271, 1.634], [6.154, -0.137, -1.930], [4.953, -1.443, -1.837], [5.863, -0.974, -0.391], [4.216, 2.579, -2.493], [2.585, 1.878, -2.478], [3.891, 1.065, -3.356], [5.756, 2.409, -0.340], [5.378, 1.460, 1.114], [4.259, 2.715, 0.568], [-2.283, -1.253, -3.712], [-3.384, -2.646, -3.878], [-1.636, -2.906, -3.705], [-3.954, -0.277, -1.185], [-4.428, -1.493, 0.011], [-5.057, -1.597, -1.650], [-2.098, -4.740, -1.050], [-3.649, -4.587, -1.898], [-3.549, -4.271, -0.156], [0.616, -3.298, -1.465], [1.967, -5.382, -1.611], [2.433, -6.691, 0.435], [1.630, -5.879, 2.624], [0.320, -3.796, 2.767], [-1.953, -4.351, 1.864], [-3.837, -4.572, 3.414], [-4.942, -2.565, 4.336], [-4.137, -0.320, 3.686], [-2.197, -0.101, 2.133], [0.473, 2.291, 1.119], [0.825, 4.471, 2.262], [2.670, 4.719, 3.900], [4.159, 2.801, 4.363], [3.823, 0.658, 3.198], [1.449, -0.977, 3.861], [2.637, -2.562, 5.347], [4.463, -3.964, 4.453], [5.072, -3.814, 2.062], [3.907, -2.169, 0.589], [-1.421, 2.319, -3.177], [-0.257, 1.987, -2.461], [-0.055, 0.603, -2.332], [0.442, -0.031, -3.596], [-1.570, 3.396, -3.079], [-2.297, 1.795, -2.776], [-1.346, 2.078, -4.246], [0.219, 0.574, -4.483], [-0.004, -1.024, -3.731], [1.532, -0.168, -3.559]],
  "forces_ev_per_angstrom": [[-0.8650, -0.3528, 0.4540], [0.0487, -0.1011, -0.0788], [0.0889, -0.0052, -0.2885], [-0.0591, -0.0046, -0.0909], [-0.2335, 0.0560, 0.3046], [-0.0768, -0.0330, 0.2793], [-0.0283, 0.5511, 0.4815], [0.8966, -1.1871, -1.1276], [-0.2139, 0.5992, 0.5004], [0.5633, 0.0493, 0.3583], [-0.3534, 0.0914, -0.4674], [0.1068, 0.1744, -0.0817], [-0.0317, 0.1148, 0.0296], [0.3180, -0.0496, 0.2453], [0.4404, 0.0635, -0.0067], [-0.1358, -0.0375, 0.0793], [-0.0553, 0.0980, -0.0983], [0.0297, 0.0597, 0.0878], [-0.0042, 0.0202, 0.0481], [-0.0322, 0.1014, -0.0689], [-0.1876, 0.0899, -0.0745], [-0.0378, -0.1191, -0.0510], [0.0519, -0.0674, 0.0000], [0.0395, 0.0151, -0.0170], [0.0430, 0.0466, -0.0292], [0.0415, 0.1347, 0.0788], [-0.1317, 0.1578, -0.2547], [0.1291, -0.0673, 0.0516], [-0.0207, -0.0606, -0.0087], [0.0052, -0.0454, -0.0393], [-0.0309, -0.0129, -0.0177], [-0.0680, -0.0071, -0.0291], [-0.2142, -0.1091, -0.0169], [-0.0176, -0.0374, -0.0195], [-0.0513, 0.0012, 0.0089], [-0.0148, 0.0372, -0.0387], [-0.0337, 0.0477, -0.0501], [0.0134, 0.0808, 0.0265], [-0.0332, -0.0480, 0.0635], [0.0361, 0.0984, 0.0401], [-0.0399, 0.0237, -0.0791], [-0.0188, -0.0836, -0.0286], [0.0723, 0.0084, -0.0077], [-0.0530, 0.0440, 0.0812], [-0.0280, -0.0610, -0.0216], [-0.0241, 0.0580, -0.0623], [0.1350, -0.0577, -0.0341], [-0.0492, -0.1945, 0.0354], [0.0500, 0.0282, 0.0445], [-0.0927, 0.0715, 0.0119], [-0.0647, -0.1219, 0.0073], [0.0152, 0.0292, -0.0811], [0.0990, -0.0092, 0.0697], [-0.1564, 0.0241, -0.0319], [0.0066, 0.0331, 0.0257], [0.0207, -0.0081, -0.0713], [0.0277, -0.0722, -0.0145], [-0.0075, 0.0262, -0.0036], [0.0191, -0.0230, -0.0108], [-0.0204, 0.0153, 0.0303], [-0.0298, -0.0772, 0.0391], [0.0264, -0.0399, 0.0188], [0.0227, -0.0592, -0.0313], [-0.0091, -0.0034, 0.0032], [0.0280, 0.0386, -0.0337], [-0.0147, -0.0026, 0.0623], [-0.0353, 0.0254, 0.0222], [0.0254, -0.0506, -0.0195], [-0.0077, -0.0095, -0.0061], [0.0132, -0.0274, -0.0016], [0.0292, -0.0485, 0.0309], [0.0129, -0.0104, 0.0219], [-0.0286, 0.0035, 0.0149], [-0.0130, -0.0529, 0.0029], [0.0027, -0.0058, -0.0182], [0.0005, -0.0394, 0.0252], [0.0150, 0.0263, -0.0611], [0.0099, 0.2428, 0.1017], [0.0419, 0.0433, -0.1691], [-0.0449, -0.0703, -0.0112], [-0.0049, 0.0454, -0.0040], [-0.0005, 0.0059, 0.0503], [0.0127, -0.0327, 0.0012], [0.0193, -0.0525, -0.0329], [0.1325, 0.0793, -0.0185], [-0.0161, -0.0021, -0.0294]],
  "orbital_gap_ev": [1.62, 5.96],
  "max_force_ev_per_a": 1.9,
  "homo_ev": [2.830, -1.571],
  "multiplicity": 1,
  "e_above_lowest_kcal_mol": 0.0,
  "total_charge": -2
}

- What is the formula in the second record?
  C34H44BeN2OP2Si2

- Which formula does entry 2 have?
  C34H44BeN2OP2Si2

- What is the formula in the first record?
  C34H44BClHfN5O6Se4Te

- Number 1 is which compound?
  C34H44BClHfN5O6Se4Te